No. 1
# C37H92BN10O17

10 unconnected molecules or ions with the total composition C37H92BN10O17 in a non-equilibrium geometry (wB97M-V/def2-TZVPD, the Open Molecules 2025 dataset).

* LUMO level: 0.066 Ha
* total charge: -1
* E_tot: -3316.53381 a.u.

Atoms and positions in Å:
O (2.7040, -0.8458, -2.8534)
C (1.5613, -0.7873, -2.4515)
O (1.2325, -0.8450, -1.2272)
B (-0.2608, -0.6787, -1.0884)
O (-0.7579, -0.9369, -2.4383)
C (0.3022, -0.8600, -3.2924)
O (0.3095, -0.9421, -4.5428)
O (-0.5942, 0.6157, -0.4794)
C (-1.3333, 0.4224, 0.6148)
O (-1.9403, 1.2980, 1.3235)
C (-1.5631, -1.1361, 0.7917)
O (-0.9343, -1.6756, -0.1769)
O (-2.0418, -1.6761, 1.7927)
C (1.9995, 2.3997, 0.4971)
C (2.1858, 3.9479, 0.4434)
C (3.3855, 4.3539, -0.4445)
O (4.6131, 3.9221, 0.1766)
C (5.4985, 3.3617, -0.7669)
N (0.9690, 4.5886, 0.0338)
H (2.9420, 1.8585, 0.5805)
H (1.5948, 2.0049, -0.4348)
H (1.3466, 2.0773, 1.3082)
H (2.5612, 4.3363, 1.3902)
H (3.5072, 5.4297, -0.5711)
H (3.2802, 3.9008, -1.4302)
H (5.0928, 2.4339, -1.1701)
H (6.3798, 2.9641, -0.2635)
H (5.7691, 3.9231, -1.6612)
H (0.9591, 4.6102, -0.9760)
H (0.1679, 4.0205, 0.2697)
C (-0.3005, -1.6863, 6.6161)
C (0.1495, -1.6469, 5.1411)
C (1.7111, -1.8763, 4.9946)
O (2.1218, -1.5141, 3.6609)
C (2.7769, -0.2482, 3.4644)
N (-0.5253, -2.7797, 4.5560)
H (0.1039, -2.6141, 7.0208)
H (-1.3853, -1.7764, 6.6715)
H (-0.0660, -0.8266, 7.2439)
H (-0.0628, -0.6459, 4.7655)
H (1.9330, -2.9053, 5.2774)
H (2.2119, -1.2683, 5.7480)
H (3.4301, -0.0744, 4.3195)
H (2.0553, 0.5666, 3.4048)
H (3.3438, -0.1969, 2.5348)
H (-1.2156, -2.4131, 3.9163)
H (0.2027, -3.1647, 3.9712)
C (5.0703, -5.7134, -1.5516)
C (4.4505, -5.2312, -0.1834)
C (3.0547, -4.6879, -0.2721)
O (2.6031, -4.3163, 1.0154)
C (1.2712, -3.7247, 1.0376)
N (4.4647, -6.4181, 0.6429)
H (6.0620, -6.1547, -1.4519)
H (5.2092, -4.8193, -2.1593)
H (4.4061, -6.4039, -2.0714)
H (5.0615, -4.5347, 0.3908)
H (2.3612, -5.3888, -0.7368)
H (3.0391, -3.7465, -0.8214)
H (1.3661, -2.6550, 0.8513)
H (0.8502, -3.7318, 2.0430)
H (0.6182, -4.2336, 0.3286)
H (4.0520, -7.1409, 0.0708)
H (3.8747, -6.2127, 1.4366)
C (4.4997, 2.6450, -6.4417)
C (3.8042, 1.8823, -5.3633)
C (2.2725, 1.6578, -5.5993)
O (1.4770, 2.6137, -4.9111)
C (1.6757, 2.8254, -3.5367)
N (4.3696, 0.5720, -5.1249)
H (4.1127, 2.3805, -7.4258)
H (5.5808, 2.5862, -6.3151)
H (4.1919, 3.6905, -6.4277)
H (3.9068, 2.3903, -4.4044)
H (1.9240, 0.7069, -5.1963)
H (2.0634, 1.6316, -6.6687)
H (2.0866, 1.9318, -3.0667)
H (0.7361, 3.0838, -3.0485)
H (2.3647, 3.6484, -3.3469)
H (3.7615, 0.2018, -4.4085)
H (4.0168, 0.0455, -5.9112)
C (3.5493, -3.5788, -7.5639)
C (2.5428, -2.9380, -6.6800)
C (2.6032, -3.4553, -5.2849)
O (2.0215, -4.7389, -5.2985)
C (2.0482, -5.4130, -4.0352)
N (2.8550, -1.5636, -6.6255)
H (4.5660, -3.6469, -7.1767)
H (3.6104, -3.1074, -8.5448)
H (3.2730, -4.6010, -7.8227)
H (1.5304, -3.0175, -7.0758)
H (2.0166, -2.8580, -4.5869)
H (3.5890, -3.3228, -4.8389)
H (2.9683, -5.4071, -3.4507)
H (1.7044, -6.4354, -4.1919)
H (1.2782, -4.9476, -3.4198)
H (2.5045, -1.2193, -7.5080)
H (2.2431, -1.1659, -5.9273)
C (-1.0547, 7.0848, 5.8159)
C (-0.7226, 5.5608, 6.0848)
C (-0.7138, 4.6974, 4.7912)
O (-0.7158, 3.3122, 5.1842)
C (-1.3448, 2.5036, 4.2463)
N (0.6251, 5.4848, 6.8119)
H (-0.2596, 7.5756, 5.2546)
H (-1.1709, 7.5897, 6.7750)
H (-1.9284, 7.1742, 5.1704)
H (-1.5835, 5.2369, 6.6695)
H (0.1473, 4.7702, 4.1269)
H (-1.5528, 5.1009, 4.2241)
H (-0.8819, 2.4450, 3.2612)
H (-2.3304, 2.8911, 3.9885)
H (-1.3025, 1.4575, 4.5496)
H (0.7966, 4.5608, 7.1820)
H (1.3373, 5.6351, 6.1118)
C (-4.4953, 1.9384, -4.0350)
C (-3.3637, 0.9675, -3.7656)
C (-3.8730, -0.3441, -3.0735)
O (-4.3349, -0.1037, -1.8610)
C (-4.9505, -1.1469, -1.1568)
N (-2.5794, 0.6697, -4.9798)
H (-5.3603, 1.5700, -4.5864)
H (-4.1971, 2.9251, -4.3894)
H (-4.9966, 2.0420, -3.0727)
H (-2.6152, 1.4298, -3.1222)
H (-3.1150, -1.1243, -3.0044)
H (-4.6384, -0.7656, -3.7250)
H (-5.3246, -0.6503, -0.2615)
H (-4.2264, -1.9177, -0.8930)
H (-5.7201, -1.6085, -1.7755)
H (-2.1633, 1.5089, -5.3577)
H (-1.6820, 0.2115, -4.9098)
C (-4.0396, -0.4245, 4.3070)
C (-4.9503, -1.6528, 3.9959)
C (-6.4529, -1.4659, 4.4452)
O (-6.5777, -1.3855, 5.9037)
C (-7.7749, -1.9393, 6.4664)
N (-4.9710, -1.8870, 2.5771)
H (-4.1569, -0.1446, 5.3539)
H (-4.4120, 0.3819, 3.6751)
H (-2.9765, -0.4644, 4.0695)
H (-4.6280, -2.6116, 4.4020)
H (-6.9699, -2.3353, 4.0391)
H (-6.8503, -0.5107, 4.1019)
H (-8.5309, -1.2371, 6.1151)
H (-7.7081, -1.8092, 7.5466)
H (-8.0780, -2.9738, 6.3051)
H (-5.2217, -1.0500, 2.0705)
H (-4.0534, -2.0776, 2.2005)
C (-5.5150, 2.0691, 1.2751)
O (-6.0492, 1.0272, 1.7231)
N (-4.7597, 2.1043, 0.2292)
N (-5.6343, 3.2572, 1.7966)
H (-4.4043, 2.9179, -0.2522)
H (-4.4917, 1.1917, -0.1106)
H (-5.1311, 4.0291, 1.3830)
H (-6.3546, 3.3294, 2.5009)

Atom charges from the Löwdin analysis, given in e for atoms 1 to 8: 0.13 -0.45 0.24 -0.83 0.22 -0.27 0.09 0.21

***

No. 2
# C37H94N6O9

9 unconnected molecules or ions with the total composition C37H94N6O9 in a non-equilibrium geometry (wB97M-V/def2-TZVPD, the Open Molecules 2025 dataset).

* structure (SMILES): CC1(C)CCCC(C)(C)N1O.CC1(C)CCCC(C)(C)N1O.COC[C@H](C)N.COC[C@H](C)N.COC[C@H](C)N.COC[C@H](C)N.CO.CO.CO
* LUMO level: 0.019 Ha
* total charge: 0
* E_tot: -2471.58562 a.u.
* energy relative to the best compared isomer or geometry (same formula, charge and spin): 24.84 kcal/mol

Atoms and positions in Å:
C (15.4547, 23.3283, 19.8448)
C (16.7660, 23.7734, 19.2085)
C (17.7407, 24.1400, 20.3370)
C (17.4005, 22.6296, 18.3900)
C (16.7276, 22.3460, 17.0708)
C (16.6187, 23.6316, 16.2243)
C (16.0555, 24.8383, 16.9679)
C (16.5418, 26.0608, 16.1819)
C (14.5083, 24.8419, 16.9511)
N (16.6410, 24.9260, 18.3043)
O (16.2162, 26.0799, 19.0058)
H (14.9971, 24.1582, 20.3846)
H (14.7836, 23.0159, 19.0375)
H (15.5578, 22.4691, 20.5085)
H (17.9383, 23.2475, 20.9318)
H (18.6825, 24.5040, 19.9210)
H (17.2974, 24.8957, 20.9833)
H (18.4415, 22.8958, 18.1904)
H (17.3471, 21.7319, 19.0142)
H (17.3255, 21.6239, 16.5042)
H (15.7822, 21.8029, 17.1717)
H (15.8920, 23.3368, 15.4559)
H (17.5185, 23.7938, 15.6324)
H (16.0242, 26.0908, 15.2163)
H (17.6005, 26.0532, 15.9306)
H (16.2108, 26.9809, 16.6695)
H (14.1858, 25.2961, 17.8888)
H (14.0952, 23.8493, 16.7700)
H (14.0972, 25.4854, 16.1709)
H (17.0444, 26.5508, 19.1442)
C (7.0537, 23.9200, 20.4646)
C (8.3815, 23.1411, 20.4057)
C (8.7318, 22.7799, 21.8624)
C (8.1177, 21.8786, 19.5772)
C (9.3119, 21.2510, 18.8340)
C (10.2435, 22.3047, 18.2345)
C (10.5971, 23.5280, 19.1053)
C (11.7031, 23.1652, 20.1044)
C (11.1207, 24.5933, 18.1623)
N (9.3885, 24.0020, 19.7691)
O (9.6725, 25.1220, 20.6189)
H (6.2602, 23.3238, 20.9112)
H (7.1575, 24.8390, 21.0474)
H (6.7525, 24.2553, 19.4680)
H (9.7477, 22.3891, 21.9324)
H (8.6357, 23.6538, 22.5037)
H (8.0719, 22.0063, 22.2577)
H (7.8827, 21.0896, 20.2987)
H (7.2711, 21.9221, 18.8960)
H (9.8528, 20.4446, 19.3361)
H (8.8917, 20.7069, 17.9821)
H (9.7475, 22.6853, 17.3362)
H (11.1984, 21.8735, 17.9245)
H (12.6365, 22.7656, 19.7061)
H (11.4285, 22.4697, 20.8986)
H (11.9730, 24.1068, 20.5942)
H (11.4752, 25.4257, 18.7825)
H (10.3502, 25.0326, 17.5294)
H (11.9792, 24.2407, 17.5977)
H (9.0306, 25.7628, 20.2948)
C (12.3056, 12.4344, 23.8275)
O (12.7191, 12.1804, 22.5153)
C (12.9163, 13.3234, 21.7256)
C (13.4334, 12.9034, 20.3732)
C (13.9103, 14.1139, 19.5415)
N (12.4234, 12.1589, 19.6374)
H (12.9846, 13.1584, 24.3069)
H (12.3440, 11.5344, 24.4324)
H (11.3162, 12.9064, 23.8400)
H (11.9984, 13.9268, 21.6608)
H (13.6815, 13.9584, 22.1998)
H (14.3523, 12.3404, 20.5786)
H (13.2045, 14.6399, 18.8980)
H (14.6640, 13.6857, 18.8728)
H (14.4303, 14.8560, 20.1492)
H (12.2476, 11.2583, 20.0704)
H (12.7337, 11.9544, 18.6939)
C (15.1730, 13.3623, 10.9773)
O (15.7007, 14.2293, 11.9823)
C (14.8877, 14.2795, 13.1333)
C (15.7684, 14.6310, 14.3308)
C (15.0478, 14.3417, 15.6522)
N (16.1230, 16.0683, 14.3393)
H (15.6316, 12.3929, 11.1659)
H (15.4242, 13.7544, 9.9939)
H (14.0825, 13.3203, 11.0007)
H (14.0296, 14.9521, 13.0468)
H (14.5488, 13.2615, 13.3711)
H (16.6715, 14.0178, 14.2698)
H (15.7301, 14.4976, 16.4830)
H (14.6656, 13.3100, 15.6160)
H (14.1279, 14.9092, 15.7883)
H (17.1170, 16.1898, 14.4966)
H (15.9617, 16.4712, 13.4209)
C (5.3587, 14.1509, 20.7723)
O (6.7191, 13.8938, 20.8880)
C (7.5007, 15.0522, 20.7247)
C (8.9817, 14.7025, 20.7345)
C (9.7326, 15.9638, 20.3729)
N (9.2581, 13.7013, 19.7043)
H (5.0777, 14.4735, 19.7587)
H (4.9670, 14.9263, 21.4477)
H (4.7501, 13.2745, 21.0018)
H (7.3069, 15.5332, 19.7546)
H (7.2921, 15.8401, 21.4575)
H (9.2607, 14.3932, 21.7522)
H (9.6440, 16.1874, 19.3130)
H (10.8110, 15.7728, 20.4820)
H (9.5437, 16.8159, 21.0258)
H (10.2301, 13.4051, 19.7759)
H (8.7130, 12.8869, 19.9820)
C (13.4817, 20.0550, 19.4736)
O (13.5869, 18.7563, 18.9518)
C (12.4169, 17.9442, 19.1754)
C (11.8599, 17.4691, 17.8518)
C (12.8950, 17.3307, 16.7577)
N (10.6907, 18.2643, 17.3853)
H (12.8514, 20.6882, 18.8321)
H (14.4672, 20.5167, 19.4911)
H (13.0566, 20.1140, 20.4819)
H (12.7874, 17.1124, 19.7824)
H (11.7450, 18.5313, 19.8061)
H (11.4833, 16.4432, 17.9754)
H (13.2348, 18.3061, 16.3891)
H (12.5461, 16.7691, 15.8922)
H (13.8467, 16.9220, 17.1115)
H (10.5981, 18.1808, 16.3768)
H (10.9632, 19.2427, 17.4971)
C (9.2900, 14.8748, 16.3796)
O (8.1538, 14.4980, 15.6037)
H (9.6895, 15.7720, 15.9121)
H (8.9723, 15.0706, 17.4058)
H (10.0342, 14.0762, 16.4430)
H (7.6071, 13.9100, 16.1310)
C (7.0062, 17.7496, 17.6703)
O (7.9332, 18.1370, 18.6828)
H (6.2884, 18.5709, 17.6499)
H (7.5248, 17.6386, 16.7177)
H (6.4428, 16.8473, 17.9288)
H (8.7750, 17.6890, 18.5541)
C (16.3468, 18.1387, 20.8422)
O (16.3600, 19.5554, 21.0291)
H (15.8061, 17.6871, 21.6823)
H (15.7325, 17.9509, 19.9638)
H (17.3577, 17.7459, 20.7372)
H (16.9198, 19.8039, 21.7676)

Atom charges from the Löwdin analysis, given in e for atoms 1 to 8: -0.03 -0.52 -0.04 -0.14 -0.18 -0.13 -0.51 -0.05

***

No. 3
# C37H96F24N6O6P5

11 unconnected molecules or ions with the total composition C37H96F24N6O6P5 in a non-equilibrium geometry (wB97M-V/def2-TZVPD, the Open Molecules 2025 dataset).

* LUMO level: -0.231 Ha
* total charge: +3
* E_tot: -6350.70148 a.u.

Atoms and positions in Å:
C (21.2494, 1.4683, -6.0277)
C (20.7894, 0.7037, -4.8098)
C (19.2274, 0.6799, -4.7774)
C (18.4994, -0.1916, -5.8907)
P (16.6150, -0.2337, -5.8638)
C (16.0969, -0.1816, -4.0347)
C (16.0390, 1.2508, -3.4055)
C (15.7120, 1.1619, -1.8612)
C (14.2928, 0.6916, -1.5844)
C (16.0519, 1.2576, -6.6988)
C (14.5508, 1.7489, -6.7516)
C (14.3533, 3.0503, -7.5965)
C (14.9880, 4.2373, -6.8487)
C (16.1044, -1.7756, -6.6429)
C (14.6492, -2.2442, -6.6551)
C (14.4440, -3.7260, -6.4051)
C (15.1540, -4.3548, -5.0819)
H (21.4497, 2.5280, -5.8699)
H (20.7577, 1.2525, -6.9762)
H (22.2812, 1.2474, -6.3009)
H (21.2709, 1.1720, -3.9513)
H (21.1886, -0.3058, -4.9078)
H (18.8132, 1.6815, -4.8930)
H (19.0240, 0.3396, -3.7621)
H (18.9850, -1.1501, -5.7076)
H (18.7680, 0.0438, -6.9205)
H (16.6139, -0.8258, -3.3235)
H (15.1093, -0.6344, -3.9472)
H (15.3446, 1.9547, -3.8641)
H (16.9798, 1.8001, -3.4412)
H (15.7591, 2.1812, -1.4779)
H (16.4699, 0.6659, -1.2549)
H (14.1751, 0.5487, -0.5103)
H (13.9915, -0.3345, -1.7954)
H (13.5436, 1.3013, -2.0895)
H (16.5245, 1.3307, -7.6783)
H (16.6439, 1.9917, -6.1522)
H (14.1076, 1.9846, -5.7841)
H (13.9965, 0.8871, -7.1233)
H (13.2761, 3.1354, -7.7390)
H (14.8119, 3.0246, -8.5850)
H (16.0777, 4.2390, -6.8219)
H (14.8170, 4.2891, -5.7734)
H (14.6417, 5.1420, -7.3483)
H (16.8734, -2.3896, -6.1740)
H (16.5002, -1.6296, -7.6479)
H (14.2399, -2.0150, -7.6390)
H (14.1916, -1.6480, -5.8657)
H (14.7656, -4.3450, -7.2426)
H (13.4040, -4.0198, -6.2635)
H (16.1975, -4.5511, -5.3280)
H (14.7140, -5.3231, -4.8436)
H (15.1700, -3.5910, -4.3043)
C (16.2380, 11.4806, -6.4782)
C (15.1608, 10.4031, -6.8429)
C (15.3418, 9.1555, -5.9748)
O (14.2422, 8.3841, -5.7995)
C (14.5239, 7.4181, -4.7910)
N (13.6990, 11.0891, -6.7516)
H (13.0284, 10.3437, -6.6297)
H (13.5996, 11.7058, -5.9580)
H (13.5057, 11.4868, -7.6596)
H (17.2119, 11.1640, -6.1049)
H (15.9106, 12.0409, -5.6024)
H (16.4942, 12.1858, -7.2688)
H (15.2146, 10.0351, -7.8674)
H (15.9300, 9.3537, -5.0788)
H (16.1983, 8.6378, -6.4064)
H (15.4378, 6.9340, -5.1355)
H (13.7972, 6.6058, -4.7818)
H (14.6323, 7.8061, -3.7782)
C (8.8853, 6.5694, -1.5519)
C (9.8750, 7.3540, -0.6302)
C (11.2123, 6.6432, -0.7016)
O (11.6945, 6.2897, -1.9876)
C (13.1007, 5.8943, -1.9159)
N (10.0362, 8.8002, -1.1974)
H (9.2524, 9.4280, -1.0889)
H (10.7553, 9.2828, -0.6777)
H (10.2834, 8.7484, -2.1754)
H (9.1715, 5.5178, -1.5361)
H (8.9102, 6.8722, -2.5987)
H (7.9499, 6.7226, -1.0137)
H (9.4792, 7.6608, 0.3379)
H (11.2274, 5.7426, -0.0877)
H (11.8427, 7.3480, -0.1594)
H (13.6010, 6.6603, -1.3234)
H (13.6446, 5.7245, -2.8451)
H (13.2436, 5.0987, -1.1847)
C (9.9532, -2.7148, -1.9826)
C (9.1673, -1.4113, -1.5354)
C (10.0627, -0.2509, -0.9238)
O (9.5434, 1.0475, -1.2598)
C (10.3226, 2.1051, -0.7909)
N (8.3230, -0.9289, -2.7644)
H (7.5264, -0.3802, -2.4735)
H (8.9255, -0.3408, -3.3223)
H (8.0346, -1.5763, -3.4840)
H (10.9028, -2.4583, -2.4523)
H (9.2873, -3.4488, -2.4364)
H (10.2554, -3.3121, -1.1224)
H (8.3587, -1.5884, -0.8263)
H (11.0622, -0.2680, -1.3584)
H (10.2615, -0.3649, 0.1418)
H (10.3783, 2.0893, 0.2976)
H (10.1712, 3.1441, -1.0837)
H (11.3538, 1.9575, -1.1119)
C (3.4302, 7.3998, -8.4119)
C (4.3976, 6.2944, -8.2389)
O (4.6664, 5.8493, -7.1108)
N (5.1380, 5.9614, -9.4644)
H (4.6581, 6.2501, -10.3049)
H (6.0186, 6.4423, -9.5803)
C (5.4293, 4.4377, -9.6084)
H (3.7442, 8.1631, -7.6999)
H (2.4510, 7.0500, -8.0850)
H (3.3561, 7.7262, -9.4492)
H (5.7488, 4.0681, -8.6340)
H (6.2471, 4.5392, -10.3218)
H (4.5204, 3.9588, -9.9726)
C (5.2981, 3.0453, -1.2911)
C (4.5745, 4.3345, -1.6555)
O (4.5767, 4.7684, -2.7869)
N (3.7723, 4.9712, -0.4422)
H (4.3549, 5.1506, 0.3631)
H (3.4887, 5.9146, -0.6647)
C (2.6596, 4.0742, 0.1247)
H (6.2554, 3.2125, -1.7847)
H (4.9859, 2.1267, -1.7880)
H (5.5574, 3.0105, -0.2330)
H (2.8873, 3.0151, 0.0034)
H (1.7096, 4.2301, -0.3863)
H (2.5390, 4.2871, 1.1869)
C (11.3467, 4.6481, -5.3395)
C (10.1290, 3.8812, -4.7011)
O (9.9460, 3.8178, -3.5056)
N (8.8755, 3.7490, -5.5872)
H (9.1956, 3.9655, -6.5204)
H (8.4917, 2.8166, -5.5289)
C (7.7267, 4.6778, -5.1148)
H (12.2484, 4.5621, -4.7331)
H (11.1566, 5.7205, -5.2947)
H (11.5768, 4.4036, -6.3765)
H (8.1271, 5.5937, -5.5494)
H (7.5497, 4.5985, -4.0422)
H (6.8455, 4.5281, -5.7386)
P (9.0969, 5.4456, -8.9762)
F (8.5771, 4.3686, -10.0533)
F (8.2888, 6.7340, -9.6214)
F (7.7662, 5.0089, -8.0962)
F (9.5534, 6.3128, -7.6698)
F (9.8292, 4.2058, -8.3804)
F (10.4246, 5.8066, -9.8824)
P (11.0154, -0.1941, -5.6066)
F (10.7981, -1.6612, -4.8910)
F (9.7442, -0.3354, -6.6702)
F (9.9594, 0.5126, -4.5967)
F (11.2572, 1.2738, -6.3794)
F (12.3085, 0.2194, -4.6399)
F (12.0397, -0.9283, -6.6553)
P (9.9086, 9.6389, -5.1254)
F (8.5613, 9.2355, -4.3002)
F (10.6869, 8.4453, -4.2979)
F (9.3932, 8.6598, -6.3543)
F (11.2082, 9.9290, -6.0771)
F (9.2264, 10.9861, -5.6227)
F (10.5957, 10.6068, -3.9633)
P (5.6917, 1.2933, -5.2777)
F (4.3365, 1.2293, -4.3439)
F (5.1935, 2.6185, -6.1276)
F (6.3844, 2.2456, -4.1750)
F (7.1655, 1.5532, -6.0102)
F (6.3369, -0.1358, -4.6815)
F (5.0680, 0.4882, -6.4918)

Atom charges from the Löwdin analysis, given in e for atoms 1 to 8: -0.13 -0.24 -0.23 -0.22 1.06 -0.21 -0.23 -0.24

***

Question: What is the total charge in the third record?
Answer: +3

***

Question: What is the E_tot in the third record?
Answer: -6350.70148 a.u.